[1]
DFT (wB97M-V/def2-TZVPD) results for the molecule C22H25N3O5S.

Results
Energy above the lowest of the compared OMol25 structures with the same formula, charge and spin in kcal/mol: 63.8
SMILES string: COc1ccc(NC(=O)CCc2c[nH]c3ccccc23)cc1S(=O)(=O)N1CCOCC1
HOMO energy in eV: -7.622
Orbital gap in eV: 8.14

ORCA input file:
```
! wB97M-V def2-TZVPD RIJCOSX def2/J DEFGRID3
* xyz 0 1
C -2.28 -3.40 0.75
O -1.70 -2.48 -0.16
C -1.37 -1.25 0.29
C -1.77 -0.70 1.51
C -1.37 0.56 1.89
C -0.57 1.33 1.06
N -0.02 2.56 1.42
C 0.25 3.00 2.69
O -0.37 2.64 3.67
C 1.43 3.94 2.72
C 2.74 3.11 2.81
C 2.75 1.93 1.89
C 3.09 1.88 0.57
N 2.91 0.62 0.07
C 2.41 -0.17 1.07
C 2.03 -1.51 1.04
C 1.53 -2.05 2.21
C 1.42 -1.28 3.37
C 1.80 0.04 3.41
C 2.30 0.61 2.24
C -0.20 0.80 -0.18
C -0.56 -0.47 -0.54
S 0.22 -1.13 -2.01
O 1.30 -0.23 -2.34
O 0.54 -2.51 -1.86
N -0.88 -1.01 -3.26
C -2.01 -1.92 -3.20
C -2.69 -1.90 -4.57
O -3.09 -0.60 -4.92
C -2.00 0.28 -4.96
C -1.28 0.34 -3.60
H -2.31 -4.35 0.22
H -1.67 -3.50 1.65
H -3.30 -3.10 1.02
H -2.39 -1.27 2.19
H -1.64 0.95 2.86
H 0.59 2.94 0.70
H 1.45 4.56 1.83
H 1.36 4.58 3.60
H 3.58 3.77 2.60
H 2.84 2.75 3.84
H 3.47 2.66 -0.06
H 2.94 0.35 -0.90
H 2.10 -2.09 0.13
H 1.22 -3.08 2.22
H 1.02 -1.75 4.27
H 1.70 0.62 4.31
H 0.44 1.35 -0.85
H -1.62 -2.90 -2.95
H -2.73 -1.60 -2.44
H -3.59 -2.51 -4.56
H -1.99 -2.29 -5.33
H -2.40 1.26 -5.22
H -1.28 -0.04 -5.72
H -0.38 0.94 -3.66
H -1.96 0.75 -2.84
*
```

List of Mulliken charges in e, atom by atom: -0.999 -0.323 0.832 -0.703 -1.067 -0.723 -0.058 0.358 -0.606 -0.730 -0.979 0.401 -0.706 0.201 -0.852 -0.781 -0.442 -1.057 -0.191 1.313 -0.144 0.339 1.468 -0.848 -0.705 -0.064 -0.265 -0.733 -0.397 -0.736 -0.355 0.276 0.363 0.351 0.475 0.484 0.365 0.348 0.405 0.404 0.362 0.432 0.342 0.478 0.502 0.392 0.327 0.529 0.397 0.220 0.348 0.364 0.347 0.366 0.396 0.276


[2]
DFT (wB97M-V/def2-TZVPD) results for the molecule C22H25N3O6S.

Results
Energy above the lowest of the compared OMol25 structures with the same formula, charge and spin in kcal/mol: 39.1
SMILES string: COc1cccc(CNC(=O)CN2C(=O)COc3ccc(S(=O)(=O)N4CCCC4)cc32)c1
HOMO energy in eV: -8.665
Orbital gap in eV: 9.11

ORCA input file:
```
! wB97M-V def2-TZVPD RIJCOSX def2/J DEFGRID3
* xyz 0 1
C -1.23 -2.29 -0.69
O -1.02 -2.46 0.69
C 0.19 -2.11 1.22
C 0.31 -2.27 2.60
C 1.49 -1.95 3.23
C 2.57 -1.48 2.50
C 2.46 -1.33 1.13
C 3.66 -0.85 0.33
N 3.27 0.00 -0.78
C 2.53 1.10 -0.60
O 2.14 1.49 0.48
C 2.18 1.81 -1.92
N 1.32 0.98 -2.74
C 1.88 0.15 -3.65
O 3.08 0.01 -3.75
C 0.90 -0.65 -4.50
O -0.38 -0.08 -4.65
C -0.91 0.43 -3.50
C -2.28 0.44 -3.33
C -2.83 0.95 -2.16
C -2.00 1.43 -1.18
S -2.65 2.00 0.40
O -4.07 1.76 0.40
O -2.18 3.33 0.61
N -1.88 0.91 1.41
C -0.79 1.44 2.22
C -1.06 0.98 3.66
C -2.55 0.63 3.65
C -2.73 0.08 2.24
C -0.63 1.46 -1.34
C -0.07 0.97 -2.51
C 1.27 -1.65 0.49
H -0.55 -2.92 -1.28
H -1.11 -1.24 -0.99
H -2.26 -2.60 -0.87
H -0.54 -2.64 3.15
H 1.58 -2.07 4.30
H 3.49 -1.22 3.00
H 4.32 -0.29 1.00
H 4.20 -1.70 -0.07
H 3.60 -0.23 -1.71
H 3.10 1.99 -2.49
H 1.68 2.75 -1.70
H 1.32 -0.75 -5.50
H 0.83 -1.66 -4.06
H -2.90 0.05 -4.12
H -3.90 0.96 -2.00
H 0.17 1.06 1.85
H -0.79 2.53 2.13
H -0.82 1.76 4.39
H -0.47 0.09 3.89
H -2.82 -0.09 4.42
H -3.15 1.53 3.77
H -2.38 -0.96 2.17
H -3.75 0.14 1.87
H -0.03 1.85 -0.54
H 1.20 -1.53 -0.58
*
```

List of Mulliken charges in e, atom by atom: -0.664 -0.458 0.359 -0.498 -0.483 -1.028 0.406 -1.188 0.078 0.649 -0.669 -1.555 0.219 0.768 -0.714 -0.384 -0.529 0.639 -0.986 -0.399 -0.411 1.279 -0.744 -0.701 0.348 -0.199 -0.526 -0.745 -0.632 -0.391 0.168 0.244 0.414 0.068 0.282 0.453 0.433 0.394 0.399 0.403 0.298 0.561 0.526 0.327 0.174 0.486 0.561 -0.378 0.598 0.409 0.067 0.425 0.273 0.088 0.527 0.542 0.415


[3]
DFT (wB97M-V/def2-TZVPD) results for the molecule C22H25N7O.

Results
HOMO energy in eV: -6.798
Orbital gap in eV: 6.77

ORCA input file:
```
! wB97M-V def2-TZVPD RIJCOSX def2/J DEFGRID3
* xyz 0 1
C -1.56 2.64 -2.14
N -2.32 2.37 -0.94
C -1.91 1.65 0.13
C -0.55 1.07 0.24
C 0.11 0.54 -0.91
C 1.45 0.08 -0.85
C 2.31 0.55 -2.05
C 3.53 1.21 -1.85
C 4.33 1.52 -2.96
C 3.90 1.20 -4.25
C 2.64 0.63 -4.44
C 1.82 0.36 -3.34
O 0.05 1.05 1.35
N -2.90 1.76 1.07
C -2.92 1.13 2.43
C -4.30 1.32 3.04
C -1.91 1.81 3.34
C -2.61 -0.35 2.29
C -3.91 2.55 0.56
C -3.57 2.89 -0.70
H -2.03 3.50 -2.63
H -0.52 2.90 -1.91
H -1.58 1.80 -2.84
H -0.47 0.47 -1.85
H 1.94 0.27 0.11
H 3.86 1.44 -0.83
H 5.29 2.01 -2.81
H 4.52 1.42 -5.11
H 2.28 0.37 -5.43
H 0.82 -0.06 -3.48
H -5.09 0.88 2.42
H -4.31 0.82 4.02
H -4.51 2.39 3.22
H -0.90 1.66 2.97
H -2.12 2.89 3.41
H -2.00 1.37 4.34
H -1.59 -0.51 1.94
H -2.72 -0.82 3.28
H -3.32 -0.82 1.60
H -4.79 2.81 1.12
H -4.08 3.49 -1.42
N 2.09 -6.21 0.90
C 2.30 -4.91 1.19
N 2.88 -4.57 2.35
C 3.05 -3.25 2.59
N 2.68 -2.20 1.79
C 2.13 -2.46 0.64
C 1.90 -3.87 0.25
N 1.35 -3.88 -0.98
C 1.24 -2.58 -1.34
N 1.67 -1.68 -0.43
H 1.64 -6.49 0.03
H 2.37 -6.91 1.56
H 3.54 -3.00 3.54
H 0.82 -2.25 -2.28
*
```

List of Mulliken charges in e, atom by atom: -0.963 0.051 0.428 0.339 -0.433 -0.200 0.464 -0.230 -0.603 -0.453 -0.693 -0.248 -0.851 0.350 1.484 -2.161 -1.465 -1.596 -0.135 -0.880 0.349 0.416 0.364 0.184 0.432 0.410 0.391 0.378 0.373 0.224 0.471 0.437 0.467 0.315 0.384 0.438 0.361 0.446 0.386 0.455 0.430 -0.385 0.079 -0.693 -0.314 -0.662 0.651 0.780 -0.859 -0.174 0.035 0.240 0.251 0.397 0.340


[4]
DFT (wB97M-V/def2-TZVPD) results for a structure of composition C22H26AsCeCl5N2OSSi2.

Results
Energy above the lowest of the compared OMol25 structures with the same formula, charge and spin in kcal/mol: 0.1
HOMO energy (alpha / beta) in eV: -10.112 / -10.100
Orbital gap (alpha / beta) in eV: 6.23 / 6.23
Expectation value of S²: 0.752

ORCA input file:
```
! wB97M-V def2-TZVPD RIJCOSX def2/J DEFGRID3
* xyz 1 2
Ce 1.79 -0.72 0.08
Cl 7.70 -1.87 3.66
C 6.07 -1.88 3.28
C 5.64 -2.24 1.96
Cl 6.66 -2.72 0.66
C 4.26 -2.28 1.67
Cl 3.63 -2.89 -0.08
C 3.38 -1.67 2.56
O 2.14 -1.28 2.20
C 3.79 -1.38 3.93
Cl 2.57 -0.75 4.88
C 5.10 -1.61 4.31
Cl 5.47 -1.44 6.01
C 3.04 2.34 -2.22
Si 2.39 2.49 -0.46
C 2.54 4.35 -0.01
C 3.65 1.72 0.79
As 0.10 1.90 0.02
Si -1.09 1.69 -1.97
C -0.28 0.65 -3.35
C -1.41 3.43 -2.60
C -2.68 0.79 -1.47
H 4.08 2.60 -2.23
H 2.44 2.95 -2.90
H 2.88 1.34 -2.64
H 3.66 4.63 -0.06
H 2.16 4.64 1.03
H 2.04 5.05 -0.75
H 3.32 1.88 1.81
H 4.56 2.23 0.55
H 3.95 0.64 0.65
H 0.81 0.73 -3.45
H -0.70 0.88 -4.34
H -0.43 -0.43 -3.16
H -0.51 4.07 -2.57
H -2.14 3.85 -1.89
H -1.83 3.45 -3.61
H -2.63 0.56 -0.40
H -2.92 -0.10 -2.01
H -3.52 1.55 -1.60
S -4.54 -3.35 1.10
C -2.89 -2.80 0.91
C -2.26 -2.95 -0.34
C -0.94 -2.52 -0.50
N -0.25 -1.94 0.45
C -0.83 -1.85 1.71
C -2.15 -2.24 1.96
C -5.27 -2.10 0.16
C -5.62 -2.13 -1.20
C -6.32 -1.04 -1.70
N -6.62 0.06 -1.02
C -6.21 0.14 0.23
C -5.57 -0.94 0.89
H -2.87 -3.33 -1.18
H -0.43 -2.67 -1.48
H -0.27 -1.42 2.53
H -2.56 -2.14 2.97
H -5.48 -2.99 -1.84
H -6.71 -1.05 -2.70
H -6.40 1.06 0.80
H -5.47 -0.94 1.99
*
```

List of Mulliken charges in e, atom by atom: 0.543 -0.154 0.288 0.292 -0.155 -0.322 -0.200 0.287 -0.409 0.235 -0.134 0.344 -0.127 -1.022 0.511 -1.025 -1.136 -0.159 0.599 -0.990 -1.050 -1.098 0.402 0.304 0.274 0.280 0.296 0.286 0.283 0.457 0.291 0.224 0.365 0.239 0.247 0.296 0.374 0.220 0.349 0.355 -0.177 0.314 -0.753 -0.074 -0.085 -0.282 -0.613 0.432 -0.154 -0.429 -0.562 -0.427 -0.242 0.322 0.478 0.528 0.463 0.439 0.432 0.361 0.369


[5]
DFT (wB97M-V/def2-TZVPD) results for a cluster of 7 separate species, C22H26BClF9O20S in total.

Results
HOMO energy in eV: -6.138
Orbital gap in eV: 7.20

ORCA input file:
```
! wB97M-V def2-TZVPD RIJCOSX def2/J DEFGRID3
* xyz -1 1
O 5.87 0.96 -4.04
S 5.02 0.10 -3.23
O 3.97 -0.58 -3.96
B 4.37 1.08 -1.72
Cl 2.71 0.45 -1.11
C 6.27 -1.31 -2.81
F 7.48 -0.90 -3.27
F 5.92 -2.41 -3.54
C 6.56 -1.76 -1.35
F 7.04 -0.71 -0.66
F 7.57 -2.68 -1.45
C 5.46 -2.45 -0.46
F 4.85 -1.53 0.29
F 6.12 -3.29 0.40
C 4.38 -3.35 -1.13
F 3.61 -2.69 -1.95
F 3.62 -3.87 -0.15
F 4.97 -4.37 -1.76
H 5.18 1.10 -0.84
H 4.24 2.16 -2.17
C -0.40 4.01 -1.96
C 0.03 5.46 -2.01
O 1.29 5.43 -1.33
C 1.79 4.16 -1.41
O 2.88 3.84 -1.08
O 0.85 3.32 -1.91
H -0.96 3.69 -2.84
H -0.97 3.78 -1.06
H 0.20 5.81 -3.04
H -0.66 6.13 -1.51
C -4.48 5.50 1.76
C -3.79 4.19 1.41
O -2.69 4.63 0.61
C -2.41 5.92 0.94
O -1.44 6.50 0.58
O -3.38 6.43 1.73
H -4.94 5.50 2.74
H -5.22 5.79 1.01
H -3.40 3.67 2.29
H -4.42 3.51 0.84
C 5.81 -4.08 3.48
C 5.34 -5.41 2.92
O 5.10 -6.17 4.11
C 4.87 -5.31 5.13
O 4.48 -5.63 6.21
O 5.14 -4.04 4.75
H 5.51 -3.23 2.87
H 6.88 -4.05 3.65
H 4.41 -5.32 2.36
H 6.08 -5.91 2.30
C -8.84 2.74 3.24
C -8.77 4.18 3.72
O -7.77 4.73 2.85
C -7.72 3.99 1.72
O -7.11 4.29 0.75
O -8.45 2.87 1.86
H -9.83 2.30 3.31
H -8.12 2.09 3.75
H -9.71 4.71 3.57
H -8.46 4.27 4.76
C 6.91 -3.65 -6.77
C 6.63 -4.60 -5.63
O 6.15 -5.76 -6.32
C 6.62 -5.74 -7.58
O 6.54 -6.64 -8.36
O 7.21 -4.55 -7.85
H 7.76 -2.99 -6.59
H 6.04 -3.05 -7.03
H 7.54 -4.88 -5.08
H 5.89 -4.23 -4.93
C -11.71 -1.76 3.54
C -10.20 -1.76 3.38
O -9.86 -0.43 3.78
C -10.84 0.04 4.59
O -10.77 1.05 5.21
O -11.91 -0.79 4.58
H -12.12 -2.72 3.85
H -12.23 -1.42 2.64
H -9.71 -2.47 4.05
H -9.87 -1.94 2.36
*
```

List of Mulliken charges in e, atom by atom: -0.687 1.065 -0.695 0.512 -0.349 0.194 -0.289 -0.229 0.400 -0.251 -0.319 0.870 -0.232 -0.327 0.499 -0.167 -0.278 -0.262 -0.223 -0.162 -0.127 -0.315 -0.368 0.567 -0.483 -0.266 0.288 0.177 0.267 0.217 -0.163 -0.382 -0.255 0.593 -0.529 -0.359 0.267 0.215 0.259 0.321 -0.034 -0.180 -0.368 0.593 -0.531 -0.350 0.116 0.228 0.228 0.291 0.037 -0.304 -0.326 0.658 -0.533 -0.338 0.021 0.210 0.277 0.277 -0.289 0.105 -0.347 0.608 -0.545 -0.364 0.308 0.300 0.174 0.061 -0.316 -0.287 -0.320 0.707 -0.520 -0.332 0.290 0.259 0.254 0.294


[6]
DFT (wB97M-V/def2-TZVPD) results for a cluster of 2 separate species, C22H26BFNO8S in total.

Results
HOMO energy in eV: -2.359
Orbital gap in eV: 1.92

ORCA input file:
```
! wB97M-V def2-TZVPD RIJCOSX def2/J DEFGRID3
* xyz -1 1
C -4.47 1.33 -3.25
C -3.28 1.46 -2.75
N -2.05 1.45 -1.92
C -2.02 2.02 -0.53
C -3.37 2.71 0.06
B -4.24 1.63 0.95
O -5.69 1.52 0.87
O -3.54 0.76 1.89
C -0.71 1.94 0.34
S -0.54 2.59 2.06
C 0.22 1.35 3.26
O -1.82 3.06 2.71
O 0.42 3.77 2.00
C 0.62 1.29 -0.31
C 2.03 1.21 0.49
C 2.26 -0.22 1.21
C 3.61 -0.47 2.02
C 3.82 -1.86 2.75
C 2.79 -3.04 2.70
C 1.46 -2.80 1.91
C 1.25 -1.41 1.22
C 0.54 0.74 -1.82
C 1.87 0.14 -2.47
F 1.86 0.16 -3.95
C 2.23 -1.37 -2.06
C 0.98 -2.37 -1.93
C -0.85 0.83 -2.56
O -1.00 0.36 -3.92
C -1.46 -1.02 -3.95
C -0.84 -1.83 -5.23
H -5.50 1.51 -3.75
H -3.10 3.67 0.67
H -4.08 3.08 -0.77
H -5.88 0.55 1.00
H -4.20 0.33 2.49
H 1.37 1.52 3.30
H -0.14 1.57 4.34
H -0.02 0.28 2.91
H 2.94 1.40 -0.18
H 2.09 2.00 1.34
H 4.40 0.36 2.10
H 4.78 -2.06 3.37
H 2.96 -4.07 3.20
H 0.63 -3.60 1.80
H 0.25 -1.27 0.64
H 2.80 0.78 -2.19
H 2.91 -1.45 -1.12
H 2.89 -1.79 -2.92
H 1.25 -3.32 -1.32
H 0.05 -1.93 -1.43
H 0.70 -2.75 -2.98
H -1.37 -1.59 -2.97
H -2.61 -0.96 -4.18
H -0.10 -2.65 -4.92
H -0.44 -1.11 -6.04
H -1.73 -2.39 -5.74
C 2.22 -0.02 5.89
O 1.11 -0.57 5.85
O 2.74 0.62 4.94
O 2.99 -0.03 6.88
*
```

List of Mulliken charges in e, atom by atom: -0.760 -0.022 0.397 0.326 -1.110 0.682 -0.566 -0.538 0.454 1.418 -0.701 -0.681 -0.698 -0.526 -1.453 0.990 -0.718 -0.489 -0.435 -0.782 0.015 0.400 0.261 -0.393 -0.563 -0.550 -0.411 -0.387 0.048 -1.077 0.347 0.408 0.349 0.285 0.266 0.165 0.512 0.256 0.460 0.589 0.301 0.283 0.284 0.312 0.470 0.208 0.183 0.492 0.379 -0.041 0.022 0.172 0.283 0.241 0.250 0.331 0.818 -0.626 -0.510 -0.621


[7]
DFT (wB97M-V/def2-TZVPD) results for a structure of composition C22H26BN7O4Pt.

Results
Energy above the lowest of the compared OMol25 structures with the same formula, charge and spin in kcal/mol: 0.0
HOMO energy in eV: -8.675
Orbital gap in eV: 7.67

ORCA input file:
```
! wB97M-V def2-TZVPD RIJCOSX def2/J DEFGRID3
* xyz 0 1
Pt 0.99 0.10 0.56
C 2.83 0.86 -2.32
C 1.57 0.07 -2.45
C 0.96 -0.39 -3.62
C -0.13 -1.12 -3.21
C -1.14 -1.86 -4.02
N -0.18 -1.10 -1.87
N 0.85 -0.34 -1.41
B -1.14 -1.88 -0.93
N -2.24 -0.96 -0.41
N -1.94 0.28 0.05
C -3.09 0.81 0.45
C -3.13 2.18 1.03
C -4.15 -0.09 0.24
C -3.57 -1.20 -0.31
C -4.22 -2.47 -0.76
N -0.28 -2.52 0.20
N 0.65 -1.84 0.92
C 1.21 -2.67 1.80
C 2.30 -2.25 2.74
C 0.62 -3.93 1.65
C -0.31 -3.79 0.64
C -1.20 -4.85 0.08
H 3.58 0.48 -3.01
H 3.24 0.78 -1.31
H 2.68 1.91 -2.55
H 1.29 -0.23 -4.63
H -0.97 -1.66 -5.08
H -2.15 -1.55 -3.77
H -1.07 -2.93 -3.86
H -1.62 -2.78 -1.54
H -2.42 2.83 0.52
H -2.87 2.18 2.09
H -4.12 2.62 0.93
H -5.19 0.07 0.45
H -5.30 -2.35 -0.71
H -3.95 -3.32 -0.13
H -3.96 -2.72 -1.79
H 2.96 -1.54 2.26
H 2.87 -3.12 3.05
H 1.88 -1.77 3.62
H 0.85 -4.82 2.21
H -0.99 -5.79 0.58
H -1.05 -4.97 -0.99
H -2.25 -4.61 0.24
O 0.83 2.04 4.09
C 0.88 1.70 2.93
O 1.15 0.48 2.53
C 0.60 2.67 1.82
C 0.93 2.34 0.51
C 0.58 3.16 -0.56
C -0.09 4.34 -0.31
C -0.39 4.67 1.01
C -0.07 3.86 2.08
N -1.12 5.93 1.27
O -1.42 6.18 2.41
O -1.36 6.64 0.31
H 1.83 1.62 0.32
H 0.84 2.88 -1.57
H -0.39 5.01 -1.10
H -0.33 4.12 3.09
*
```

List of Mulliken charges in e, atom by atom: 0.573 -1.463 0.706 -1.252 0.843 -1.353 0.937 -0.560 -0.582 0.815 -0.243 0.671 -1.010 -1.573 0.882 -1.206 0.812 -0.293 1.013 -1.462 -1.330 0.830 -1.165 0.456 0.253 0.245 0.493 0.374 0.257 0.241 -0.203 0.093 0.219 0.405 0.463 0.356 0.114 0.251 0.280 0.410 0.218 0.474 0.359 0.266 0.106 -0.672 0.464 -0.667 0.579 0.386 0.192 -0.619 -0.331 -0.442 1.065 -0.607 -0.623 -0.800 0.276 0.502 0.580


[8]
DFT (wB97M-V/def2-TZVPD) results for a structure of composition C22H26Be2ClFKN2O13.

Results
HOMO energy in eV: -9.106
Orbital gap in eV: 0.90

ORCA input file:
```
! wB97M-V def2-TZVPD RIJCOSX def2/J DEFGRID3
* xyz 1 1
C -1.61 -2.36 -1.66
C -2.47 -1.61 -0.54
C -3.79 -2.35 0.01
C -4.67 -1.63 1.08
C -6.04 -2.35 1.60
C -7.21 -1.91 0.51
O -8.12 -0.90 1.06
C -7.74 0.37 0.49
O -7.53 1.35 1.28
C -4.34 -0.22 1.68
C -2.98 0.48 1.08
C -2.08 -0.20 -0.02
C -0.80 0.68 -0.52
O 0.29 0.17 -0.87
C -1.03 2.31 -0.51
C -0.36 3.27 -1.55
C -0.68 4.81 -1.45
C -1.62 5.44 -0.38
C -2.28 4.50 0.66
C -1.95 3.00 0.56
C -2.64 1.99 1.66
O -2.88 2.32 2.88
H -0.63 -2.81 -1.27
H -1.47 -1.70 -2.59
H -2.25 -3.26 -2.01
H -4.05 -3.38 -0.40
H -6.35 -1.93 2.62
H -5.94 -3.49 1.64
H -7.75 -2.84 0.06
H -6.69 -1.38 -0.39
H -7.63 0.53 -0.65
H -4.98 0.34 2.47
H 0.35 2.85 -2.35
H -0.19 5.55 -2.17
H -1.81 6.56 -0.33
H -3.00 4.85 1.48
F -10.12 -0.19 1.41
O 0.18 -2.07 -4.05
H 0.02 -1.14 -4.33
H 0.89 -2.13 -3.36
H 0.38 -2.64 -4.83
C 3.98 -0.98 -3.10
O 4.39 0.14 -2.72
O 2.76 -1.26 -2.58
O 4.50 -1.84 -3.85
H 2.73 -0.40 -2.10
K -4.67 1.78 0.18
Cl -8.20 -4.62 -0.04
Be -3.54 -1.29 -2.56
O 3.52 -1.13 -6.45
H 4.36 -1.60 -6.40
C 7.21 0.68 -0.61
C 6.55 -0.50 0.04
O 5.94 -1.34 -0.60
N 6.64 -0.63 1.40
C 7.31 0.24 2.33
H 7.05 0.64 -1.68
H 6.78 1.61 -0.22
H 8.29 0.66 -0.42
H 6.17 -1.45 1.76
H 8.08 -0.35 2.86
H 6.58 0.60 3.05
H 7.79 1.09 1.84
Be 9.77 -0.18 3.81
N 7.39 0.31 7.01
O 7.63 -0.68 7.72
O 7.31 0.18 5.78
O 7.24 1.42 7.53
*
```

List of Mulliken charges in e, atom by atom: -0.924 -0.694 -0.470 0.626 -0.786 0.114 -0.195 0.236 -0.497 -0.667 -1.524 1.147 0.350 -0.459 0.511 -0.619 -0.416 -0.473 -0.617 0.669 0.752 -0.469 0.437 0.317 0.340 0.370 0.373 0.408 -0.175 0.280 0.458 0.461 0.377 0.336 0.366 0.391 -0.422 -0.351 0.433 0.417 0.463 0.773 -0.584 -0.439 -0.566 0.281 0.974 -0.301 0.018 -0.453 0.321 -1.261 0.750 -0.594 -0.122 -0.898 0.261 0.364 0.409 0.254 0.175 0.379 0.486 0.439 0.990 -0.508 -0.522 -0.499


no.,molecular weight (Da)
1,443.52
2,459.52
3,403.49
4,815.01
5,859.74
6,494.33
7,658.39
8,638.02